ORCA calculation (ωB97M-V/def2-TZVPD) on 2 unconnected molecules or ions with the total composition C3H6ClN at a distorted geometry.

## Properties
SMILES string = C[C@H]1C=N1.Cl
HOMO = -9.7 eV

Each line ends with the Löwdin charge.
Cartesian coordinates (Å):
C (-1.393, -0.034, 1.293)  -0.112
C (-0.129, 0.425, 0.719)  -0.394
C (0.581, -0.475, -0.236)  -0.115
N (-0.409, -0.072, 2.064)  0.134
Cl (-2.199, -0.232, -2.070)  0.321
H (-1.713, 0.424, -3.120)  -0.170
H (-2.281, -0.561, 1.105)  0.088
H (-0.045, 1.465, 0.589)  0.095
H (1.714, -0.406, -0.308)  0.095
H (0.079, -0.571, -1.180)  -0.025
H (0.352, -1.497, 0.138)  0.083

ORCA calculation (ωB97M-V/def2-TZVPD) on a molecular structure, C34H46F2N4OS4Sc at a distorted geometry.

## Properties
total charge = -1
HOMO = -3.3 eV

Each line ends with the Löwdin charge.
Cartesian coordinates (Å):
Sc (-0.218, 0.617, -0.615)  0.714
C (-4.592, 2.302, 0.650)  -0.143
C (-3.503, 1.558, -0.077)  -0.787
S (-1.966, 2.408, -0.089)  0.575
C (-3.739, 0.364, -0.656)  -0.762
C (-5.093, -0.287, -0.588)  -0.143
S (-2.509, -0.590, -1.493)  0.594
H (-4.186, 3.248, 1.001)  0.046
H (-4.942, 1.727, 1.512)  0.072
H (-5.448, 2.500, 0.003)  0.066
H (-5.887, 0.409, -0.865)  0.064
H (-5.287, -0.639, 0.427)  0.075
H (-5.116, -1.138, -1.264)  0.044
C (1.461, 1.074, 4.121)  -0.037
N (1.901, 2.224, 3.390)  -0.133
C (3.196, 2.569, 3.111)  -0.065
C (3.184, 3.601, 2.248)  -0.062
N (1.860, 3.888, 1.951)  -0.007
C (1.058, 3.030, 2.678)  -0.758
S (-0.570, 3.078, 2.862)  0.670
C (1.434, 4.738, 0.939)  -0.300
C (2.147, 5.906, 0.650)  -0.008
C (1.696, 6.693, -0.391)  -0.081
C (0.557, 6.310, -1.087)  -0.067
C (-0.078, 5.134, -0.713)  -0.139
N (0.358, 4.368, 0.263)  0.097
H (2.266, 0.725, 4.764)  0.091
H (1.159, 0.275, 3.435)  0.093
H (0.596, 1.348, 4.724)  0.063
H (4.024, 2.066, 3.568)  0.118
H (3.994, 4.103, 1.763)  0.111
H (3.014, 6.185, 1.229)  0.103
H (2.227, 7.600, -0.653)  0.100
H (0.180, 6.906, -1.902)  0.093
H (-0.971, 4.770, -1.206)  0.074
C (-2.811, 1.889, -3.487)  -0.243
S (-1.464, 0.660, -3.563)  0.733
C (-0.790, 1.374, -5.170)  -0.234
O (-0.385, 1.126, -2.633)  -0.675
H (-3.601, 1.530, -4.136)  0.059
H (-2.451, 2.861, -3.807)  0.056
H (-3.160, 1.934, -2.461)  -0.011
H (-1.588, 1.369, -5.903)  0.037
H (0.019, 0.724, -5.483)  0.033
H (-0.420, 2.376, -4.994)  0.041
F (2.618, 1.038, -1.470)  -0.127
C (1.813, 1.621, -0.454)  -0.306
F (2.327, 0.974, 0.717)  -0.122
H (2.251, 2.639, -0.382)  0.067
C (-2.375, -0.037, 3.951)  -0.054
C (-1.457, -1.028, 3.293)  -0.287
C (-1.128, -2.217, 3.945)  -0.050
C (-0.285, -3.127, 3.327)  -0.293
C (0.061, -4.435, 3.993)  -0.064
C (0.220, -2.873, 2.063)  -0.016
C (-0.107, -1.698, 1.343)  -0.279
C (-0.946, -0.789, 2.037)  -0.027
N (0.278, -1.343, 0.090)  -0.058
C (0.908, -2.325, -0.793)  -0.439
C (0.969, -1.721, -2.213)  -0.116
C (1.627, -2.677, -3.207)  -0.280
C (3.048, -2.992, -2.749)  -0.122
C (2.996, -3.606, -1.353)  -0.294
C (2.169, -4.892, -1.399)  -0.121
C (0.754, -4.585, -1.894)  -0.290
C (0.814, -3.967, -3.288)  -0.123
C (0.073, -3.613, -0.934)  -0.077
C (2.365, -2.614, -0.382)  -0.071
H (-3.172, -0.556, 4.486)  0.073
H (-2.813, 0.624, 3.208)  0.064
H (-1.834, 0.583, 4.666)  0.061
H (-1.534, -2.426, 4.925)  0.100
H (-0.232, -4.436, 5.042)  0.065
H (1.130, -4.637, 3.929)  0.071
H (-0.463, -5.252, 3.491)  0.076
H (0.879, -3.621, 1.652)  0.085
H (-1.206, 0.146, 1.515)  0.054
H (1.536, -0.787, -2.183)  0.099
H (-0.052, -1.508, -2.553)  0.074
H (1.660, -2.195, -4.193)  0.139
H (3.641, -2.074, -2.729)  0.121
H (3.524, -3.689, -3.444)  0.114
H (4.015, -3.844, -1.018)  0.136
H (2.117, -5.340, -0.401)  0.118
H (2.652, -5.613, -2.066)  0.113
H (0.177, -5.518, -1.935)  0.136
H (-0.198, -3.749, -3.635)  0.120
H (1.278, -4.659, -3.997)  0.114
H (-0.079, -4.101, 0.023)  0.101
H (-0.914, -3.326, -1.307)  0.117
H (2.917, -1.670, -0.399)  0.124
H (2.418, -2.997, 0.635)  0.107

ORCA calculation (ωB97M-V/def2-TZVPD) on C4H7IN2 in the gas phase at a distorted geometry.

## Properties
HOMO (spin up / spin down) = -6.8 / -8.7 eV
spin multiplicity = 3

Each line ends with the Löwdin charge.
Cartesian coordinates (Å):
C (-0.565, -1.518, 0.471)  -0.038
C (-0.927, -0.239, 0.501)  -0.055
C (0.516, -1.652, -0.516)  -0.297
C (0.077, 1.907, -0.209)  -0.037
N (0.041, 0.479, -0.183)  -0.239
N (0.983, -0.340, -0.706)  -0.204
I (3.272, -0.090, 0.470)  0.245
H (-1.040, -2.240, 1.061)  0.089
H (-1.592, 0.410, 0.946)  0.099
H (1.195, -2.377, -0.244)  0.068
H (0.150, -1.998, -1.443)  0.113
H (-0.537, 2.189, 0.552)  0.046
H (1.201, 2.190, -0.259)  0.086
H (-0.250, 2.178, -1.293)  0.123

ORCA calculation (ωB97M-V/def2-TZVPD) on 2 unconnected molecules or ions with the total composition C2H8O2 at a distorted geometry.

## Properties
SMILES string = CO.CO
HOMO = -9.5 eV

Each line ends with the Löwdin charge.
Cartesian coordinates (Å):
C (1.889, -8.434, 5.008)  -0.218
O (1.430, -9.293, 4.003)  -0.108
H (1.127, -7.695, 5.257)  0.078
H (2.138, -8.940, 5.940)  0.093
H (2.738, -7.883, 4.605)  0.098
H (0.771, -9.847, 4.427)  0.070
C (2.938, -6.776, 7.597)  -0.116
O (2.105, -6.894, 6.453)  -0.246
H (3.387, -5.783, 7.574)  0.077
H (2.284, -6.868, 8.464)  0.085
H (3.808, -7.425, 7.498)  0.089
H (1.607, -6.074, 6.464)  0.098

ORCA calculation (ωB97M-V/def2-TZVPD) on a molecular structure, C50H65BrN2O8P2SSiW at a distorted geometry.

## Properties
HOMO (spin up / spin down) = -6.6 / -7.9 eV
spin multiplicity = 3

Each line ends with the Löwdin charge.
Cartesian coordinates (Å):
W (0.061, -0.629, -2.033)  1.475
O (-2.356, -2.295, -7.401)  0.100
C (-1.963, -1.860, -6.188)  -0.265
C (-1.648, -0.537, -5.920)  0.102
C (-1.205, -0.188, -4.658)  -0.163
N (-1.100, -1.107, -3.659)  -0.026
C (-1.397, -2.394, -3.939)  -0.149
C (-1.838, -2.810, -5.166)  0.091
C (-1.107, -3.253, -2.750)  -0.533
O (-1.149, -4.462, -2.734)  0.118
O (-0.788, -2.493, -1.738)  -0.321
C (-0.684, 1.117, -4.231)  -0.557
O (-0.750, 2.150, -4.856)  0.112
O (-0.138, 1.022, -3.021)  -0.277
H (-2.367, -1.562, -8.028)  0.122
H (-1.703, 0.237, -6.674)  0.143
H (-2.074, -3.849, -5.347)  0.148
C (-3.471, 0.717, -2.476)  -0.178
Si (-2.199, 0.107, -1.157)  0.642
C (-2.598, 1.383, 0.261)  -0.267
C (-3.925, 1.332, 0.706)  -0.118
C (-4.426, 2.178, 1.674)  -0.076
C (-3.583, 3.104, 2.254)  -0.080
C (-2.263, 3.169, 1.857)  -0.111
C (-1.737, 2.331, 0.867)  -0.387
P (0.006, 2.524, 0.309)  1.129
C (-0.239, 4.212, -0.529)  -0.412
C (-0.453, 5.418, 0.405)  -0.198
C (-0.069, 6.732, -0.277)  -0.198
C (1.438, 6.772, -0.567)  -0.192
C (1.959, 5.378, -0.961)  -0.193
C (0.839, 4.543, -1.572)  -0.216
C (0.912, 2.663, 1.991)  -0.415
C (2.430, 2.518, 1.748)  -0.224
C (3.289, 2.961, 2.938)  -0.205
C (2.631, 2.524, 4.242)  -0.193
C (1.250, 3.190, 4.392)  -0.180
C (0.731, 3.749, 3.059)  -0.217
C (-2.989, -1.421, -0.289)  -0.294
C (-4.352, -1.690, -0.384)  -0.113
C (-4.930, -2.793, 0.227)  -0.076
C (-4.122, -3.675, 0.921)  -0.072
C (-2.759, -3.438, 1.018)  -0.087
C (-2.183, -2.306, 0.449)  -0.352
P (-0.403, -1.860, 0.689)  1.143
C (-0.465, -1.538, 2.556)  -0.400
C (-1.456, -0.410, 2.902)  -0.192
C (-1.909, -0.488, 4.369)  -0.185
C (-0.786, -1.006, 5.265)  -0.194
C (-0.413, -2.450, 4.879)  -0.180
C (-0.809, -2.751, 3.428)  -0.210
C (0.749, -3.357, 0.588)  -0.431
C (1.926, -3.309, 1.571)  -0.199
C (3.116, -4.090, 0.974)  -0.171
C (2.652, -5.142, -0.043)  -0.196
C (1.352, -5.797, 0.417)  -0.170
C (0.190, -4.782, 0.537)  -0.179
H (-4.353, 1.198, -2.055)  0.030
H (-3.798, -0.093, -3.132)  0.028
H (-2.974, 1.458, -3.108)  0.021
H (-4.579, 0.581, 0.284)  0.074
H (-5.463, 2.112, 1.978)  0.104
H (-3.953, 3.787, 3.008)  0.104
H (-1.640, 3.907, 2.333)  0.062
H (-1.166, 4.011, -1.079)  0.110
H (0.165, 5.319, 1.295)  0.081
H (-1.497, 5.466, 0.714)  0.106
H (-0.336, 7.562, 0.380)  0.107
H (-0.642, 6.854, -1.199)  0.111
H (1.973, 7.122, 0.319)  0.105
H (1.633, 7.483, -1.372)  0.105
H (2.345, 4.864, -0.077)  0.087
H (2.786, 5.471, -1.668)  0.108
H (1.223, 3.626, -2.009)  0.081
H (0.380, 5.107, -2.388)  0.118
H (0.554, 1.727, 2.446)  0.078
H (2.733, 3.075, 0.858)  0.085
H (2.646, 1.474, 1.567)  0.093
H (3.431, 4.044, 2.942)  0.109
H (4.283, 2.515, 2.844)  0.110
H (3.272, 2.776, 5.088)  0.105
H (2.527, 1.435, 4.231)  0.105
H (1.298, 4.003, 5.118)  0.109
H (0.529, 2.461, 4.771)  0.102
H (1.302, 4.640, 2.794)  0.104
H (-0.302, 4.048, 3.207)  0.078
H (-4.978, -1.018, -0.959)  0.092
H (-5.998, -2.959, 0.157)  0.102
H (-4.545, -4.561, 1.377)  0.103
H (-2.150, -4.157, 1.540)  0.080
H (0.548, -1.213, 2.826)  0.099
H (-2.333, -0.476, 2.257)  0.096
H (-0.992, 0.561, 2.722)  0.078
H (-2.774, -1.149, 4.466)  0.114
H (-2.224, 0.502, 4.702)  0.108
H (-1.097, -0.969, 6.311)  0.106
H (0.083, -0.350, 5.158)  0.101
H (-0.919, -3.159, 5.538)  0.109
H (0.662, -2.604, 5.007)  0.106
H (-1.882, -2.929, 3.378)  0.104
H (-0.299, -3.653, 3.097)  0.083
H (1.169, -3.182, -0.402)  0.048
H (1.643, -3.764, 2.522)  0.105
H (2.233, -2.282, 1.791)  0.093
H (3.659, -4.577, 1.787)  0.110
H (3.811, -3.407, 0.480)  0.088
H (3.426, -5.902, -0.158)  0.110
H (2.513, -4.670, -1.019)  0.102
H (1.535, -6.259, 1.391)  0.111
H (1.069, -6.594, -0.271)  0.110
H (-0.384, -5.028, 1.432)  0.087
H (-0.473, -4.860, -0.324)  0.097
Br (6.654, -0.165, -2.169)  0.816
C (4.800, -0.028, -1.968)  -0.688
C (4.143, -0.777, -1.006)  -0.096
C (2.783, -0.656, -0.887)  -0.128
N (2.001, 0.143, -1.677)  -0.092
C (2.688, 0.854, -2.608)  -0.112
C (4.048, 0.816, -2.771)  -0.085
H (4.692, -1.435, -0.350)  0.105
H (2.248, -1.197, -0.118)  0.075
H (2.092, 1.476, -3.257)  0.117
H (4.518, 1.402, -3.545)  0.118
C (1.656, -3.486, -4.734)  -0.086
S (2.095, -2.091, -3.702)  0.489
O (3.527, -1.997, -3.715)  -0.276
O (1.382, -0.905, -4.187)  -0.350
O (1.534, -2.361, -2.342)  -0.433
H (2.443, -3.614, -5.470)  0.071
H (0.702, -3.283, -5.205)  0.045
H (1.587, -4.357, -4.087)  0.074

ORCA calculation (ωB97M-V/def2-TZVPD) on a gas-phase ion, C6H14NO (charge +1) at a distorted geometry.

## Properties
total charge = +1
SMILES string = C=CCC[C@@H]([NH3+])CO
HOMO = -13.1 eV

Each line ends with the Löwdin charge.
Cartesian coordinates (Å):
C (-0.099, 0.020, -2.491)  -0.166
O (-1.271, 0.695, -2.978)  -0.081
C (-0.520, -0.244, -1.001)  -0.278
C (0.827, -0.586, -0.296)  -0.139
C (0.466, -0.851, 1.195)  -0.215
C (0.820, 0.035, 3.503)  0.018
C (0.871, 0.219, 2.194)  -0.208
N (-1.143, 0.994, -0.469)  0.243
H (0.013, -0.954, -3.025)  0.152
H (0.774, 0.679, -2.556)  0.130
H (-1.441, 0.545, -3.911)  0.109
H (-1.211, -1.118, -0.976)  0.172
H (1.563, 0.200, -0.526)  0.124
H (1.221, -1.583, -0.636)  0.146
H (0.987, -1.747, 1.629)  0.133
H (-0.580, -1.190, 1.259)  0.116
H (1.081, 0.689, 4.307)  0.061
H (0.325, -0.870, 3.864)  0.076
H (1.355, 1.121, 1.834)  0.096
H (-1.111, 1.743, -1.161)  0.166
H (-0.801, 1.309, 0.439)  0.159
H (-2.124, 0.894, -0.198)  0.186

Computed ΔE to the lowest compared entry with this formula, charge and spin, in the same sequence as the records: 43.97; 29.05; 0.00; 46.77; 56.48; 36.16 kcal/mol.
Computed electronic energy, in the same sequence as the records: -17218.1849; -113493.2549; -15338.2969; -6296.3824; -181426.4445; -9978.6767 eV.